Entry 1:
The following is a DFT calculation (the ωB97M-V functional and the def2-TZVPD basis) of C34H34N4O4 in the gas phase.

HOMO level ... -0.303 Eh
Gap between HOMO and LUMO ... 8.10 eV
SMILES string ... C/C=C\C=C\C(=O)N1C[C@@]2(CC(c3cccc(NC(=O)CC(c4ccccc4)c4ccccc4)c3)=NO2)C[C@H]1C(N)=O

```
! RIJCOSX wB97M-V def2-TZVPD def2/J DEFGRID3
* xyz 0 1
C 2.798 8.630 -4.322
C 3.652 7.413 -4.295
C 3.256 6.143 -4.151
C 1.903 5.691 -3.987
C 1.556 4.400 -3.862
C 0.147 4.028 -3.716
O -0.751 4.872 -3.668
N -0.145 2.709 -3.622
C 0.798 1.613 -3.683
C -0.053 0.331 -3.627
C -0.078 -0.375 -2.263
C 0.544 -1.704 -2.623
C 0.818 -2.770 -1.679
C 1.664 -3.823 -2.037
C 1.954 -4.813 -1.120
C 1.410 -4.788 0.153
C 0.553 -3.752 0.511
N -0.055 -3.675 1.768
C 0.384 -4.198 2.948
O 1.326 -4.950 3.058
C -0.429 -3.720 4.142
C -0.096 -2.245 4.480
C -0.589 -1.310 3.405
C 0.293 -0.431 2.790
C -0.125 0.386 1.753
C -1.437 0.341 1.313
C -2.333 -0.514 1.934
C -1.915 -1.332 2.969
C -0.611 -1.910 5.869
C -0.004 -2.526 6.960
C -0.435 -2.274 8.248
C -1.479 -1.392 8.471
C -2.076 -0.760 7.395
C -1.644 -1.015 6.104
C 0.263 -2.745 -0.405
N 0.842 -1.784 -3.860
O 0.512 -0.646 -4.528
C -1.421 0.798 -4.137
C -1.526 2.239 -3.657
C -2.189 2.344 -2.265
N -2.349 3.609 -1.867
O -2.537 1.374 -1.621
H 3.105 9.310 -3.527
H 1.744 8.403 -4.202
H 2.939 9.155 -5.267
H 4.711 7.608 -4.411
H 4.007 5.363 -4.156
H 1.107 6.422 -3.965
H 2.303 3.622 -3.881
H 1.515 1.660 -2.857
H 1.347 1.615 -4.632
H -1.094 -0.482 -1.884
H 0.514 0.142 -1.507
H 2.083 -3.834 -3.030
H 2.614 -5.622 -1.396
H 1.647 -5.555 0.871
H -0.790 -2.981 1.831
H -0.165 -4.351 4.991
H -1.496 -3.835 3.946
H 0.998 -2.168 4.520
H 1.322 -0.395 3.118
H 0.581 1.056 1.284
H -1.767 0.950 0.485
H -3.359 -0.550 1.601
H -2.627 -1.996 3.439
H 0.820 -3.206 6.797
H 0.048 -2.764 9.081
H -1.819 -1.193 9.476
H -2.883 -0.061 7.558
H -2.115 -0.498 5.282
H -0.401 -1.943 -0.114
H -2.234 0.189 -3.748
H -1.421 0.748 -5.226
H -2.100 2.877 -4.339
H -1.980 4.364 -2.444
H -2.757 3.801 -0.966
*
```



Entry 2:
The following is a DFT calculation (the ωB97M-V functional and the def2-TZVPD basis) of a molecular structure, CrH18O9.

HOMO level (spin up / spin down) ... -0.540 / -0.681 Eh
Gap between HOMO and LUMO (spin up / spin down) ... 8.40 / 12.23 eV

```
! RIJCOSX wB97M-V def2-TZVPD def2/J DEFGRID3
* xyz 2 5
Cr -2.330 10.177 11.698
O -3.576 11.818 12.269
H -4.241 12.224 11.713
H -3.704 12.219 13.129
O -3.037 9.309 13.436
H -3.902 8.975 13.674
H -2.466 9.028 14.151
O -1.271 11.515 13.920
H -0.370 11.475 14.242
H -1.657 12.261 14.379
O -0.648 9.195 12.442
H -0.458 8.530 13.103
H 0.167 9.689 12.356
O -0.525 9.734 9.625
H -0.912 9.994 8.789
H 0.414 9.877 9.510
O -1.129 11.841 11.222
H -0.772 12.098 10.371
H -0.873 12.549 11.813
O -4.894 9.507 11.499
H -5.532 10.070 11.059
H -5.334 8.660 11.575
O -2.582 8.286 10.944
H -2.068 7.839 10.273
H -3.146 7.604 11.309
O -3.040 10.754 9.774
H -3.480 10.265 9.079
H -3.102 11.669 9.500
*
```



Entry 3:
The following is a DFT calculation (the ωB97M-V functional and the def2-TZVPD basis) of a gas-phase ion, C11H12NO (charge +1).

HOMO level ... -0.451 Eh
Gap between HOMO and LUMO ... 7.91 eV

```
! RIJCOSX wB97M-V def2-TZVPD def2/J DEFGRID3
* xyz 1 1
C 3.309 0.629 0.370
C 2.543 1.721 -0.001
C 2.675 -0.700 0.459
C 1.215 1.569 -0.421
C 1.294 -0.818 0.350
C 0.640 0.331 -0.143
C -2.952 0.739 -0.139
C -2.709 0.292 1.123
C 0.288 -1.998 0.333
C -1.800 0.756 -1.164
C -0.733 -0.003 -0.381
N -0.863 -1.508 -0.428
O -1.450 -0.183 1.407
H 4.456 0.713 0.500
H 2.968 2.660 -0.214
H 3.373 -1.522 0.895
H 0.551 2.360 -0.773
H -4.008 1.053 -0.305
H -3.369 0.305 1.993
H 0.779 -2.860 -0.043
H -0.129 -2.186 1.246
H -2.103 0.245 -2.003
H -1.374 1.822 -1.215
H -0.803 -1.674 -1.437
H -1.799 -1.741 -0.009
*
```



Entry 4:
The following is a DFT calculation (the ωB97M-V functional and the def2-TZVPD basis) of a molecular structure, C18H23Cl2CrNO2PS.

HOMO level (spin up / spin down) ... -0.552 / -0.552 Eh
Gap between HOMO and LUMO (spin up / spin down) ... 6.56 / 6.86 eV

```
! RIJCOSX wB97M-V def2-TZVPD def2/J DEFGRID3
* xyz 2 4
C -1.803 2.301 -4.452
C -0.978 2.105 -3.241
H -1.396 3.150 -5.015
H -2.849 2.502 -4.186
H -1.756 1.406 -5.089
O 0.130 2.465 -2.936
Cl -1.953 1.103 -1.987
Cr -0.618 0.178 -0.465
P 1.097 -1.343 -1.201
C 2.885 -1.264 -0.911
C 0.788 -3.125 -1.020
H -0.080 -1.148 -3.314
H 1.588 -1.781 -3.516
H 1.305 -0.032 -3.229
C 0.964 -1.048 -2.991
H -0.280 -3.333 -1.128
H 1.362 -3.676 -1.775
H 3.390 -2.013 -1.537
H 3.087 -1.482 0.145
H 1.106 -3.443 -0.022
H 3.268 -0.267 -1.150
C 0.968 1.134 0.125
O 1.899 1.543 0.698
Cl -2.028 -1.549 -0.129
N -1.415 1.391 0.820
S -0.802 2.005 2.229
C -2.318 2.213 3.194
C -2.513 3.416 3.890
C -3.664 3.568 4.670
C -4.603 2.534 4.755
C -4.392 1.344 4.049
C -3.246 1.177 3.266
C -0.124 0.597 3.135
C -0.007 -0.671 2.594
C 0.392 -1.746 3.398
C 0.750 -1.513 4.732
C 0.681 -0.213 5.257
C 0.238 0.847 4.466
H -2.376 1.729 0.748
H -1.770 4.209 3.821
H -3.829 4.495 5.228
H -5.496 2.648 5.377
H -5.115 0.534 4.118
H -3.072 0.249 2.724
H -0.314 -0.798 1.540
H 0.424 -2.760 2.989
H 1.072 -2.345 5.365
H 0.957 -0.024 6.296
H 0.149 1.859 4.863
*
```



Entry 5:
The following is a DFT calculation (the ωB97M-V functional and the def2-TZVPD basis) of 5 unconnected molecules or ions with the total composition C6H21NO4.

HOMO level ... -0.343 Eh
Gap between HOMO and LUMO ... 9.83 eV
SMILES string ... C=CCCNCC.O.O.O.O

```
! RIJCOSX wB97M-V def2-TZVPD def2/J DEFGRID3
* xyz 0 1
C 2.190 -0.899 1.894
C 1.185 -1.652 1.470
C -0.115 -1.063 1.119
C -0.206 -0.489 -0.333
N -0.369 0.977 -0.396
C -1.361 1.292 -1.433
C -1.091 0.795 -2.840
H 3.168 -1.291 2.142
H 2.116 0.128 2.163
H 1.427 -2.678 1.212
H -0.549 -0.257 1.691
H -0.923 -1.800 1.292
H -1.058 -0.959 -0.835
H 0.777 -0.743 -0.751
H 0.560 1.335 -0.606
H -1.498 2.385 -1.396
H -2.317 0.954 -1.073
H -1.812 1.168 -3.572
H -0.094 1.006 -3.219
H -1.255 -0.280 -2.888
O -1.703 1.073 2.794
H -0.931 1.178 2.212
H -2.201 1.882 2.635
O -3.561 -0.290 1.338
H -3.410 -1.187 1.617
H -2.816 0.306 1.286
O 2.982 2.348 -1.230
H 2.108 2.735 -1.026
H 3.201 2.134 -0.312
O 2.931 -2.545 -0.846
H 2.414 -2.524 -1.687
H 2.213 -3.038 -0.423
*
```



Entry 6:
The following is a DFT calculation (the ωB97M-V functional and the def2-TZVPD basis) of 2 unconnected molecules or ions with the total composition CH2N2OS.

HOMO level ... -0.337 Eh
Gap between HOMO and LUMO ... 8.88 eV
SMILES string ... N=C=S.N=O

```
! RIJCOSX wB97M-V def2-TZVPD def2/J DEFGRID3
* xyz 0 1
N -0.929 -0.755 0.008
C -0.100 -1.620 0.076
S 1.399 -1.983 -0.036
H -1.908 -0.951 -0.005
N 0.546 1.923 0.381
O -0.474 1.659 -0.162
H 1.466 1.727 -0.261
*
```



What molecular weight values result from the calculations? In sequence: 562.7; 214.1; 174.2; 471.3; 171.2; 90.1 g mol⁻¹.
What relative energy (zero: lowest compared OMol25 entry of this formula, charge and spin) values result from the calculations? In sequence: 11.8; 0.0; 88.8; 0.0; 64.7; 46.6 kcal per mole.